(1)
Formula: CBr2ClNP
Source: OMol25
Level of theory: the ωB97M-V functional and the def2-TZVPD basis

Cartesian coordinates (Å):
Br (1.605527, -0.332094, 1.194672)
Br (-0.170857, 2.296663, -0.300204)
Cl (2.833170, -1.525806, 2.288391)
P (-0.250396, 0.672470, -1.619791)
N (-2.482519, -0.859250, -0.634044)
C (-1.534926, -0.251983, -0.929025)

Cartesian forces (eV/Å) of the 2 atoms listed first:
-1.42 1.50 -1.22
-0.05 0.09 0.14

LUMO level (eV): -9.03
Frontier orbital gap (eV): 5.29
Electronic energy (eV): -164412.370
Total charge: +1
Relative energy (zero: lowest compared OMol25 entry of this formula, charge and spin) (kcal/mol): 42.3
HOMO level (eV): -14.3



(2)
Formula: CBrClFI
Source: OMol25
Level of theory: the ωB97M-V functional and the def2-TZVPD basis

Cartesian coordinates (Å):
I (1.056764, -1.402841, -1.346734)
Br (-1.361503, -0.626010, 1.102248)
Cl (-0.738390, 1.620108, -0.919819)
F (0.934855, 0.506641, 0.978134)
C (0.108275, -0.097898, 0.186171)

Cartesian forces (eV/Å) of the 2 atoms listed first:
-0.72 0.96 1.27
-1.28 -1.21 0.74

LUMO level (eV): -1.50
Frontier orbital gap (eV): 8.82
Electronic energy (eV): -94418.224
Relative energy (zero: lowest compared OMol25 entry of this formula, charge and spin) (kcal/mol): 24.1
SMILES: F[C@](Cl)(Br)I
HOMO level (eV): -10.3



(3)
Formula: CBrF2NO2
Source: OMol25
Level of theory: the ωB97M-V functional and the def2-TZVPD basis

Cartesian coordinates (Å):
Br (-0.398323, 3.722310, -0.652807)
F (0.550535, -2.138044, 0.708371)
F (-0.270493, -1.634540, -1.241585)
O (0.435714, 0.349699, 1.432139)
O (-0.187468, 0.887724, -0.581282)
N (0.040775, 0.096210, 0.317256)
C (-0.170740, -1.283358, 0.017907)

Cartesian forces (eV/Å) of the 2 atoms listed first:
0.00 0.04 0.03
-0.48 0.64 -0.21

LUMO level (spin up / spin down) (eV): -2.97 / -2.48
Frontier orbital gap (spin up / spin down) (eV): 7.56 / 8.48
Electronic energy (eV): -82093.226
Relative energy (zero: lowest compared OMol25 entry of this formula, charge and spin) (kcal/mol): 65.1
HOMO level (spin up / spin down) (eV): -10.5 / -11.0